Density functional theory data (ωB97M-V with the def2-TZVPD basis set) for C43H67Cl2N8NbO2P as an isolated structure in a non-equilibrium geometry.

Structure (XYZ):
```
124
Properties=species:S:1:pos:R:3:mulliken_charge:R:1
C -0.43 -2.45 0.25 -1.15
C -1.49 -1.85 -0.30 0.32
C -1.44 -1.00 -1.50 -1.02
Nb -0.57 1.09 -1.14 -0.91
N 1.38 0.36 -0.90 -0.13
C 2.54 1.17 -1.24 -0.77
C 3.75 0.31 -1.61 0.32
C 4.98 1.15 -1.95 -1.44
O -0.78 1.10 0.85 -0.32
C 0.01 1.84 1.76 -0.34
C -0.76 3.10 2.20 0.58
C -0.12 4.37 1.66 -1.55
O -0.84 3.20 3.63 -0.39
C -2.59 2.14 -1.49 0.31
Cl -2.64 3.45 -2.70 -0.32
C -3.78 1.92 -0.92 0.85
C -5.07 2.65 -1.14 -1.04
Cl -3.91 0.63 0.24 -0.19
P -0.11 1.38 -3.66 0.59
C 0.57 3.06 -4.07 -1.22
C 1.26 0.28 -4.22 0.13
C 1.26 0.08 -5.76 -1.57
H -0.52 -2.95 1.20 0.23
H 0.54 -2.44 -0.22 0.30
H -2.45 -1.99 0.17 0.32
H -2.39 -0.97 -2.04 0.37
H -0.73 -1.47 -2.19 0.45
H 0.09 2.80 -1.01 -0.02
H 1.50 0.07 0.07 0.14
H 2.85 1.81 -0.42 0.48
H 2.33 1.82 -2.08 0.04
H 3.49 -0.30 -2.46 -0.32
H 3.94 -0.36 -0.77 0.49
H 5.22 1.12 -3.00 0.29
H 4.84 2.19 -1.67 0.45
H 5.85 0.78 -1.41 0.35
H 0.17 1.21 2.63 0.21
H 0.98 2.10 1.35 0.02
H -1.76 2.98 1.83 0.06
H -0.40 4.53 0.63 0.27
H -0.44 5.22 2.24 0.44
H 0.96 4.30 1.68 0.41
H -0.01 3.55 3.95 0.26
H -4.89 3.70 -1.32 0.18
H -5.65 2.23 -1.96 0.19
H -5.67 2.58 -0.24 0.40
H 0.28 3.77 -3.31 0.34
H 0.25 3.39 -5.05 0.36
H 1.65 2.99 -4.08 0.39
H 2.20 0.75 -3.95 -0.27
H 1.14 -0.68 -3.73 0.34
H 2.18 0.48 -6.18 0.33
H 0.44 0.61 -6.23 0.47
H 1.23 -0.96 -6.03 0.30
N 3.88 -3.60 -4.41 0.02
C 4.37 -2.33 -4.33 -0.39
C 5.63 -2.39 -3.81 -0.66
C 5.92 -3.76 -3.57 -0.35
C 4.82 -4.48 -3.95 -0.36
H 2.97 -3.85 -4.75 0.21
H 3.77 -1.49 -4.65 0.42
H 6.27 -1.54 -3.62 0.43
H 6.83 -4.16 -3.15 0.39
H 4.63 -5.54 -3.92 0.29
N 4.79 -8.39 -3.02 -0.01
C 5.80 -8.01 -2.17 -0.47
C 5.53 -8.54 -0.94 -0.37
C 4.32 -9.27 -1.04 -0.45
C 3.89 -9.16 -2.34 -0.47
H 4.73 -8.15 -3.99 0.22
H 6.61 -7.40 -2.52 0.39
H 6.14 -8.41 -0.06 0.40
H 3.81 -9.80 -0.26 0.39
H 3.02 -9.56 -2.83 0.38
N -4.56 6.66 -1.83 0.06
C -5.46 7.02 -0.87 -0.50
C -6.53 7.60 -1.49 -0.38
C -6.26 7.60 -2.89 -0.40
C -5.04 7.01 -3.06 -0.50
H -3.68 6.21 -1.66 0.18
H -5.27 6.82 0.17 0.38
H -7.41 7.99 -1.00 0.40
H -6.89 7.98 -3.67 0.39
H -4.47 6.80 -3.95 0.38
N 1.77 -4.04 2.89 0.10
C 1.77 -5.39 2.67 -0.36
C 2.18 -6.01 3.82 -0.60
C 2.45 -4.99 4.77 -0.34
C 2.18 -3.79 4.17 -0.69
H 1.52 -3.35 2.20 0.17
H 1.48 -5.79 1.71 0.39
H 2.28 -7.07 3.96 0.39
H 2.79 -5.12 5.78 0.43
H 2.26 -2.78 4.54 0.51
N -5.17 0.33 -4.29 0.16
C -6.33 -0.39 -4.30 -0.47
C -6.73 -0.52 -5.61 -0.49
C -5.77 0.15 -6.41 -0.53
C -4.81 0.66 -5.56 -0.44
H -4.65 0.58 -3.47 0.19
H -6.78 -0.74 -3.39 0.38
H -7.62 -1.03 -5.95 0.38
H -5.77 0.24 -7.48 0.39
H -3.92 1.22 -5.76 0.41
N 0.65 -1.16 7.43 0.02
C 0.63 -2.51 7.20 -0.62
C 1.08 -3.14 8.33 -0.40
C 1.39 -2.12 9.28 -0.42
C 1.12 -0.92 8.69 -0.51
H 0.38 -0.46 6.77 0.20
H 0.29 -2.91 6.26 0.54
H 1.17 -4.20 8.46 0.42
H 1.77 -2.27 10.27 0.38
H 1.22 0.09 9.06 0.38
N -1.87 5.24 8.60 0.00
C -1.36 4.84 7.40 -0.70
C -2.21 3.90 6.88 0.03
C -3.28 3.74 7.81 -0.79
C -3.04 4.58 8.86 -0.39
H -1.44 5.92 9.21 0.17
H -0.44 5.25 7.02 0.37
H -2.08 3.39 5.93 0.54
H -4.12 3.08 7.71 0.38
H -3.59 4.76 9.76 0.38
```

Kohn-Sham gap in eV: 6.5
Lowest unoccupied orbital energy in eV: 2.0
Net charge: -1